No. 1
{"formula": "C8H14MoN3O2S2", "method": "ωB97M-V with the def2-TZVPD basis set", "e_tot_ev": -40605.1395, "spin_multiplicity": 3, "homo_lumo_gap_ev": [6.272, 6.806], "e_homo_ev": [-11.62, -11.76], "charge": 1, "species": ["C", "Mo", "N", "N", "H", "H", "H", "H", "H", "H", "H", "H", "H", "H", "O", "S", "O", "N", "C", "S", "C", "C", "C", "C", "C", "C", "H", "H", "H", "H"], "positions_angstrom": [[1.874, 1.348, 0.343], [-0.572, 0.019, 0.154], [-1.586, -1.811, -0.372], [-0.196, 0.250, -2.017], [-2.570, -1.592, -0.183], [2.213, 0.311, 0.294], [2.009, 1.671, 1.381], [0.758, 1.536, 0.115], [2.460, 1.943, -0.381], [-1.116, 0.394, -2.437], [0.238, -0.554, -2.479], [0.370, 1.063, -2.271], [-1.498, -2.073, -1.357], [-1.340, -2.625, 0.200], [1.633, 3.501, 4.248], [1.856, 2.081, 4.427], [3.190, 1.651, 4.751], [1.186, 1.211, 3.168], [0.194, 0.420, 3.503], [-0.687, -0.564, 2.429], [-0.143, 0.471, 4.931], [-1.146, -0.162, 5.675], [-1.279, 0.100, 7.039], [-0.411, 1.012, 7.664], [0.597, 1.663, 6.931], [0.697, 1.381, 5.574], [-1.818, -0.855, 5.172], [-2.058, -0.388, 7.627], [-0.520, 1.233, 8.730], [1.289, 2.378, 7.375]], "atomic_forces_ev_per_a": [[-0.290, 0.396, -0.088], [0.949, 0.272, 1.228], [0.163, -0.245, -0.107], [-0.073, 0.167, -0.871], [0.020, -0.262, -0.141], [-0.295, -0.184, -0.078], [-0.011, -0.048, -0.588], [1.060, 0.157, -0.089], [-0.582, -0.222, 0.215], [0.293, -0.017, -0.309], [-0.192, 0.285, 0.015], [-0.091, -0.185, 0.049], [-0.334, -0.136, 0.352], [-0.058, 0.222, -0.132], [-0.080, -1.335, -0.265], [-0.395, 0.520, 1.113], [-0.674, -0.132, -0.629], [-0.645, -0.885, -0.724], [1.975, 1.977, 0.545], [-0.826, -0.696, -0.533], [-0.177, 0.356, 1.378], [0.068, -0.150, -0.459], [0.423, 0.423, 0.060], [0.123, 0.062, -0.173], [-0.229, -0.237, -0.320], [-0.217, 0.014, 0.998], [0.094, 0.096, 0.166], [0.258, 0.137, -0.267], [0.023, -0.143, -0.406], [-0.280, -0.206, 0.060]]}

---

No. 2
{"formula": "C8H14N2", "method": "ωB97M-V with the def2-TZVPD basis set", "relative_energy_kj_mol": 242.5, "e_tot_ev": -11500.9678, "homo_lumo_gap_ev": 10.007, "e_homo_ev": -9.15, "species": ["C", "C", "C", "C", "C", "C", "C", "C", "N", "N", "H", "H", "H", "H", "H", "H", "H", "H", "H", "H", "H", "H", "H", "H"], "positions_angstrom": [[-0.750, 1.530, -0.685], [-1.728, -1.331, -1.124], [-2.163, -0.911, 0.261], [-0.729, -1.047, -0.074], [0.212, -2.040, 0.524], [1.384, 0.400, -1.246], [1.594, 2.062, 1.262], [0.288, 0.659, -0.241], [-1.656, 2.190, -0.932], [0.744, 0.892, 1.101], [-1.864, -2.363, -1.419], [-1.877, -0.629, -1.932], [-2.595, 0.073, 0.363], [-2.608, -1.647, 0.917], [-0.344, -2.817, 1.051], [0.870, -1.542, 1.240], [0.822, -2.511, -0.247], [0.981, -0.096, -2.127], [2.142, -0.235, -0.791], [1.849, 1.335, -1.562], [1.102, 3.003, 0.974], [1.891, 2.128, 2.307], [2.491, 1.940, 0.654], [-0.056, 0.960, 1.724]], "atomic_forces_ev_per_a": [[-0.345, 0.490, -0.056], [0.016, -0.117, -0.144], [-0.147, 0.068, 0.177], [2.004, 2.933, -0.189], [-0.079, -0.050, -0.061], [-0.045, 0.152, 0.069], [0.010, 0.171, -0.048], [-1.387, -3.899, 0.548], [-0.310, 0.288, -0.223], [-0.134, 0.056, 0.007], [0.023, -0.086, 0.042], [-0.017, 0.184, 0.003], [-0.016, 0.148, -0.086], [0.066, -0.127, 0.021], [0.024, -0.078, -0.010], [-0.047, -0.074, 0.016], [0.051, -0.035, 0.029], [-0.027, 0.029, -0.021], [0.018, -0.037, 0.010], [0.094, -0.013, -0.057], [0.068, -0.049, 0.009], [0.068, 0.052, -0.008], [0.027, 0.055, 0.088], [0.085, -0.061, -0.118]]}

---

No. 3
{"formula": "C8H14N2O", "method": "ωB97M-V with the def2-TZVPD basis set", "relative_energy_kj_mol": 457.7, "e_tot_ev": -13545.9199, "homo_lumo_gap_ev": 9.838, "e_homo_ev": -9.22, "smiles": "CC[C@@H]1CN1.C#CC/C=N\\O", "species": ["C", "C", "C", "C", "C", "C", "C", "C", "H", "H", "H", "H", "H", "H", "H", "H", "H", "H", "H", "H", "H", "H", "N", "N", "O"], "positions_angstrom": [[2.070, 2.223, -0.095], [2.245, 0.846, -0.750], [1.633, -0.282, 0.030], [2.434, -1.048, 1.042], [-1.729, -0.582, -0.305], [-3.208, -0.461, -0.019], [-3.592, 0.942, 0.128], [-3.868, 2.106, 0.260], [1.012, 2.434, 0.100], [2.456, 3.041, -0.736], [2.581, 2.256, 0.869], [1.800, 0.842, -1.754], [3.306, 0.658, -0.914], [0.564, -0.251, 0.219], [1.952, -1.485, 1.916], [3.478, -0.764, 1.195], [1.475, -2.338, -0.231], [-1.314, -3.535, -0.183], [-1.139, 0.332, -0.456], [-3.420, -1.021, 0.902], [-3.785, -0.956, -0.810], [-4.131, 3.121, 0.385], [2.200, -1.616, -0.286], [-1.077, -1.670, -0.312], [-1.943, -2.792, -0.195]], "atomic_forces_ev_per_a": [[-0.129, 0.101, -0.265], [-0.183, 0.499, -0.224], [0.773, -0.859, 0.410], [0.335, 0.384, -0.190], [-0.011, -0.014, 0.223], [0.160, -0.077, -0.123], [-0.272, 0.577, 0.074], [0.192, -0.921, -0.094], [0.098, -0.008, -0.055], [-0.137, -0.488, 0.355], [0.058, 0.051, -0.036], [-0.024, 0.086, 0.095], [0.066, -0.194, 0.120], [0.460, 0.083, -0.033], [-0.043, 0.108, -0.253], [-0.300, 0.017, 0.105], [0.179, 0.481, -0.088], [-0.376, 0.402, -0.021], [-0.294, -0.427, 0.109], [0.003, 0.102, -0.160], [0.058, 0.117, 0.086], [-0.047, 0.249, 0.012], [-0.652, -0.096, 0.139], [-0.630, -0.471, -0.379], [0.716, 0.299, 0.194]]}

---

No. 4
{"formula": "C8H14N2O2", "method": "ωB97M-V with the def2-TZVPD basis set", "e_tot_ev": -15574.4093, "spin_multiplicity": 3, "homo_lumo_gap_ev": [6.565, 6.510], "e_homo_ev": [-13.01, -15.97], "charge": 2, "species": ["C", "C", "C", "C", "C", "C", "C", "C", "N", "N", "O", "O", "H", "H", "H", "H", "H", "H", "H", "H", "H", "H", "H", "H", "H", "H"], "positions_angstrom": [[-0.039, -1.032, 0.808], [-0.313, -1.002, -0.539], [0.339, 1.033, 0.237], [1.117, 2.704, -1.267], [0.660, 2.427, 0.007], [0.405, 3.437, 1.080], [-0.309, -2.108, 1.901], [-0.769, -2.363, -2.901], [-1.019, -1.631, -3.911], [0.080, -1.551, 3.241], [0.337, 0.316, 1.336], [0.060, 0.323, -0.819], [1.407, 3.720, -1.506], [1.135, 1.901, -2.060], [0.226, 4.422, 0.782], [1.327, 3.707, 1.666], [-0.315, 3.088, 1.729], [0.189, -3.061, 1.781], [-1.331, -2.291, 1.713], [-1.563, -2.779, -2.355], [0.261, -2.411, -2.660], [-2.055, -1.379, -4.214], [-0.207, -1.273, -4.441], [-0.574, -0.787, 3.277], [1.090, -1.162, 3.166], [-0.140, -2.248, 3.948]], "atomic_forces_ev_per_a": [[-0.107, -0.013, 0.581], [0.905, 0.192, 1.824], [0.859, 3.199, -0.232], [1.105, 0.625, -4.528], [-1.789, -2.684, 4.478], [2.993, -0.796, -0.456], [1.756, 0.902, -2.032], [0.251, 1.306, -0.359], [-2.172, 0.961, -1.468], [0.363, 0.418, -1.898], [-0.730, -2.046, 0.117], [-0.393, -0.725, -2.026], [0.032, -0.196, -0.150], [0.040, 1.339, 1.075], [-0.913, 1.382, -1.306], [-0.241, -0.875, -0.208], [-1.503, -0.570, 1.552], [0.484, 0.079, -0.370], [-1.512, -0.296, 1.172], [-0.659, -0.723, 0.723], [0.679, -0.895, 0.443], [2.999, -0.714, 0.586], [-1.061, 0.055, 0.130], [0.009, 0.909, 1.099], [-1.967, -1.004, 0.729], [0.571, 0.171, 0.521]]}

---

No. 5
{"formula": "C8H14N2O3", "method": "ωB97M-V with the def2-TZVPD basis set", "relative_energy_kj_mol": 498.3, "e_tot_ev": -17641.6567, "homo_lumo_gap_ev": 9.970, "e_homo_ev": -9.30, "smiles": "[H]/N=C/[C@@]1(O)[C@H](CO)O[C@H](C)[C@@H]1N=C", "species": ["C", "C", "C", "C", "C", "C", "C", "C", "N", "N", "O", "O", "O", "H", "H", "H", "H", "H", "H", "H", "H", "H", "H", "H", "H", "H", "H"], "positions_angstrom": [[1.781, 2.733, -0.024], [-2.124, 1.022, -0.803], [0.507, 0.862, -0.565], [1.359, -0.487, -0.725], [-0.830, -1.154, -0.196], [-1.059, 0.319, -0.001], [2.269, -1.050, 0.394], [-0.894, -2.002, 1.116], [-1.961, 1.008, -2.038], [1.087, 1.779, 0.344], [0.287, -1.389, -0.979], [-1.087, 0.842, 1.386], [-2.186, -2.425, 1.434], [1.899, 3.458, 0.796], [2.256, 2.875, -1.024], [-3.075, 1.279, -0.129], [0.229, 1.130, -1.560], [1.868, -0.295, -1.675], [-1.755, -1.569, -0.832], [3.346, -0.632, 0.201], [2.380, -2.158, 0.145], [1.892, -1.054, 1.449], [-0.489, -1.355, 1.932], [-0.136, -2.802, 0.943], [-2.761, 1.148, -2.607], [-0.217, 1.461, 1.515], [-2.588, -1.545, 1.504]], "atomic_forces_ev_per_a": [[1.334, 1.800, 0.316], [-1.488, -1.323, 2.220], [-0.427, -3.056, 1.148], [-2.033, 1.062, 0.810], [-3.864, -2.079, -0.598], [4.350, 4.037, 2.112], [1.662, -0.671, -1.210], [2.732, 0.897, -0.277], [0.481, -0.463, -0.589], [-2.341, -0.963, -0.325], [0.851, -0.549, -0.766], [1.321, 0.317, -0.838], [-0.061, 0.647, -0.243], [0.875, 0.138, -0.702], [-0.641, 0.015, 0.569], [1.681, -0.220, -1.683], [0.384, 1.020, -0.693], [0.375, -0.723, 0.260], [1.882, 0.713, 1.139], [-1.944, -0.507, 1.068], [-0.146, 1.322, 0.167], [0.402, 0.679, -0.997], [-0.217, -0.552, -0.340], [-1.118, 0.014, 0.284], [-0.960, 0.943, -0.415], [-2.305, -1.972, -0.795], [-0.785, -0.525, 0.377]]}

---

No. 6
{"formula": "C8H14N2O3S", "method": "ωB97M-V with the def2-TZVPD basis set", "relative_energy_kj_mol": 634.4, "e_tot_ev": -28475.1075, "homo_lumo_gap_ev": 9.315, "e_homo_ev": -9.27, "species": ["C", "C", "C", "C", "C", "C", "C", "C", "H", "H", "H", "H", "H", "H", "H", "H", "H", "H", "H", "H", "H", "H", "N", "N", "O", "O", "O", "S"], "positions_angstrom": [[-0.784, -2.250, 0.108], [-0.753, -0.862, -0.486], [0.765, -2.624, 0.474], [1.031, -3.637, -0.642], [-0.042, -3.163, -1.790], [-0.534, 1.485, -0.019], [0.959, 2.094, -0.454], [-1.078, 2.483, 0.921], [-1.694, -2.220, -1.626], [-1.305, -2.336, 1.024], [0.968, -3.071, 1.523], [1.411, -1.718, 0.364], [0.667, -4.761, -0.293], [2.142, -3.902, -0.842], [0.315, -2.055, -2.112], [-0.325, -3.999, -2.542], [-0.840, 0.017, 1.538], [-0.998, 1.401, -0.988], [-1.102, 3.452, 0.516], [-2.242, 2.359, 1.067], [1.303, 2.560, 1.546], [2.914, 1.519, -0.650], [-1.315, -3.026, -0.913], [-0.566, 0.243, 0.279], [-0.939, -0.669, -1.749], [0.989, 3.347, -0.485], [1.976, 1.092, -0.543], [-0.103, 2.557, 2.466]], "atomic_forces_ev_per_a": [[2.123, 1.679, 1.449], [-0.940, 3.354, -2.753], [-0.070, -0.511, 0.060], [-0.579, -3.518, -0.412], [1.489, -1.256, 1.055], [2.446, 5.454, -4.541], [-0.844, 1.617, 1.154], [-3.018, -0.038, 1.287], [0.001, -2.515, 2.020], [-1.019, 0.429, 0.988], [-0.770, 0.862, -1.657], [-0.496, -0.655, 0.117], [0.522, 2.844, -0.664], [-1.780, 1.199, -0.264], [-0.819, -3.378, -0.182], [1.088, 1.856, 0.772], [1.676, 0.827, -4.897], [-0.719, 1.562, -1.053], [0.545, 1.115, -0.804], [2.274, -0.473, 0.380], [-3.245, 0.160, 2.731], [-2.556, -0.777, 0.122], [0.779, 0.541, -4.610], [-1.133, -9.380, 9.324], [0.322, 0.348, 3.660], [1.721, -4.455, -0.908], [0.296, 3.490, -0.216], [2.706, -0.381, -2.158]]}

---

No. 7
{"formula": "C8H14N2O3S", "method": "ωB97M-V with the def2-TZVPD basis set", "relative_energy_kj_mol": 538.0, "e_tot_ev": -28476.1067, "homo_lumo_gap_ev": 7.856, "e_homo_ev": -7.63, "smiles": "C=N/C=C\\C=C(\\NCCC)S(=O)(=O)O", "species": ["C", "C", "C", "C", "C", "C", "C", "C", "N", "N", "O", "O", "O", "S", "H", "H", "H", "H", "H", "H", "H", "H", "H", "H", "H", "H", "H", "H"], "positions_angstrom": [[-2.284, 1.623, 0.862], [-1.338, 0.786, 1.395], [-2.545, 2.144, -0.419], [-0.822, 0.892, -1.507], [-0.627, -0.123, 0.555], [2.735, -0.471, -1.499], [2.960, -0.531, 0.082], [1.791, -0.058, 1.005], [-1.542, 1.948, -1.318], [0.518, -0.730, 0.778], [-3.031, -1.087, -0.446], [-0.854, -2.297, -0.919], [-1.959, -2.326, 1.259], [-1.702, -1.467, -0.090], [-2.848, 2.007, 1.735], [-0.915, 0.972, 2.349], [-3.149, 3.120, -0.461], [0.108, 1.171, -1.879], [-1.235, -0.145, -1.730], [1.771, -0.941, -1.790], [2.740, 0.599, -1.644], [3.658, -0.808, -2.063], [3.682, 0.201, 0.315], [3.277, -1.549, 0.488], [2.168, -0.250, 2.073], [1.655, 1.131, 1.053], [-2.844, -2.163, 1.386], [0.632, -1.650, 0.430]], "atomic_forces_ev_per_a": [[-2.413, 0.657, 1.732], [1.698, -1.027, -2.807], [1.959, 0.346, 0.232], [-1.862, -1.366, 0.408], [-3.337, -0.219, -0.214], [0.805, -0.142, 1.665], [-1.438, -1.497, -0.374], [0.563, 1.867, 1.514], [-2.155, 1.424, 0.579], [3.216, 0.451, 1.059], [-0.045, 0.507, -0.737], [-0.759, 0.525, 0.251], [3.715, -0.270, -1.001], [0.707, -0.947, 0.798], [-0.055, 0.633, -0.986], [0.136, 0.201, 0.947], [0.815, -1.840, -0.285], [1.866, -0.413, -0.838], [0.595, 1.833, 0.043], [0.867, 0.235, -0.124], [-0.576, 0.399, -0.619], [-1.336, -0.165, 0.696], [1.471, 0.456, 0.268], [-0.226, 1.216, -0.798], [-0.604, 0.068, -1.309], [-0.013, -2.513, -0.700], [-3.626, 0.378, 1.051], [0.033, -0.797, -0.451]]}

---

No. 8
{"formula": "C8H14N3", "method": "ωB97M-V with the def2-TZVPD basis set", "relative_energy_kj_mol": 396.8, "e_tot_ev": -12983.7979, "homo_lumo_gap_ev": [8.386, 8.384], "e_homo_ev": [-13.30, -13.30], "smiles": "CCN(CC)[n+]1ccncc1", "charge": 1, "species": ["C", "C", "C", "C", "C", "C", "C", "C", "N", "N", "N", "H", "H", "H", "H", "H", "H", "H", "H", "H", "H", "H", "H", "H", "H"], "positions_angstrom": [[-2.838, 0.890, 0.327], [-2.627, -1.164, -0.595], [-1.522, 0.861, 0.828], [-1.336, -1.280, -0.103], [0.630, 1.997, -1.070], [2.155, -1.831, -0.301], [1.152, 1.368, 0.250], [1.484, -1.086, 0.897], [-3.331, -0.069, -0.449], [-0.722, -0.179, 0.412], [0.601, 0.059, 0.565], [-3.478, 1.686, 0.611], [-3.009, -1.940, -1.204], [-1.123, 1.710, 1.362], [-0.807, -2.250, -0.195], [1.143, 1.407, -1.813], [-0.413, 2.016, -1.277], [0.952, 3.131, -1.243], [3.180, -1.646, -0.475], [2.015, -2.902, -0.100], [1.504, -1.353, -1.080], [2.294, 1.223, 0.251], [1.052, 1.922, 1.235], [0.790, -1.797, 1.530], [2.253, -0.773, 1.635]], "atomic_forces_ev_per_a": [[1.389, -0.960, 0.544], [1.107, 0.693, 0.641], [-1.494, -0.546, -1.767], [1.068, -0.917, -0.282], [2.304, 2.079, 0.274], [-3.030, 0.834, 0.620], [0.986, 1.174, 1.879], [-0.578, -1.289, 2.064], [-0.834, 0.715, 0.181], [-0.866, 1.581, 0.982], [1.177, -2.437, -0.307], [-0.462, 0.694, 0.023], [-0.474, -0.822, -0.276], [0.370, -0.292, -0.005], [0.054, 1.130, -0.074], [-0.129, 0.030, -0.684], [-0.952, -0.370, 0.273], [-0.359, -2.521, 0.739], [0.998, 0.534, -0.026], [-0.087, 0.292, -0.745], [0.990, -1.439, -0.410], [-1.759, 0.041, -0.528], [-0.169, 0.391, -1.406], [1.396, 1.141, -1.314], [-0.645, 0.266, -0.398]]}

---

No. 9
{"formula": "C8H14N3S", "method": "ωB97M-V with the def2-TZVPD basis set", "relative_energy_kj_mol": 200.1, "e_tot_ev": -23819.3712, "homo_lumo_gap_ev": 8.501, "e_homo_ev": -12.36, "charge": 1, "species": ["C", "C", "C", "C", "C", "C", "C", "C", "N", "N", "N", "S", "H", "H", "H", "H", "H", "H", "H", "H", "H", "H", "H", "H", "H", "H"], "positions_angstrom": [[-1.583, 0.820, -3.370], [-1.662, 2.136, -3.124], [-0.813, 0.790, -1.328], [1.899, -0.944, 0.753], [1.943, -2.086, -0.311], [-1.608, 0.311, 1.448], [0.439, 0.235, 2.977], [-0.163, 0.037, 1.586], [-1.059, 0.038, -2.424], [2.749, -0.416, 1.497], [0.585, -0.459, 0.636], [-0.985, 2.395, -1.556], [-1.921, 0.387, -4.314], [-1.848, 3.097, -3.655], [0.856, -2.309, -0.607], [2.585, -2.913, -0.011], [2.354, -1.633, -1.238], [-2.198, -0.628, 1.244], [-1.878, 0.782, 2.408], [-1.888, 1.024, 0.634], [1.519, 0.230, 2.907], [0.006, -0.575, 3.453], [0.064, 1.059, 3.698], [3.712, -0.696, 1.678], [-0.983, -1.044, -2.487], [-0.120, 0.365, -0.493]], "atomic_forces_ev_per_a": [[-1.557, 0.043, -4.010], [0.846, 1.837, 0.697], [2.754, -1.995, 0.503], [0.287, -1.366, -1.322], [-0.506, 1.025, -0.284], [-1.331, 0.292, -0.250], [-0.638, 2.239, -0.184], [3.067, 0.008, 0.610], [-0.162, -1.030, 1.954], [0.461, 0.642, 0.688], [-2.466, 1.335, 1.319], [-0.662, 0.489, -0.305], [0.187, 0.005, 0.362], [-0.336, -1.581, -0.158], [1.812, -0.353, 0.834], [-0.349, -0.143, -0.130], [0.090, -0.230, 0.494], [0.601, 0.891, 0.405], [-0.503, -0.400, -0.530], [0.294, -0.603, 0.871], [-0.267, -0.133, 0.437], [-0.311, -2.300, 1.492], [0.374, -0.701, -1.901], [-0.454, -0.573, -0.916], [-0.094, 2.717, 0.304], [-1.136, -0.114, -0.979]]}